# 1
{
  "formula": "C21H28N10O2SbSeTa",
  "method": "the ωB97M-V functional and the def2-TZVPD basis",
  "symbols": ["Ta", "N", "C", "N", "C", "N", "N", "C", "N", "C", "C", "C", "C", "C", "N", "H", "H", "H", "H", "H", "H", "H", "H", "C", "C", "N", "O", "C", "C", "N", "O", "H", "H", "H", "H", "H", "H", "H", "C", "Sb", "C", "C", "H", "H", "H", "H", "H", "H", "H", "H", "H", "Se", "N", "C", "C", "C", "C", "C", "C", "N", "H", "H", "H", "H"],
  "coordinates": [[0.383, -0.041, -0.582], [0.209, 2.964, -1.694], [-0.998, 2.664, -1.212], [-1.919, 3.582, -1.150], [-3.139, 3.152, -0.756], [-4.082, 4.014, -0.515], [-3.470, 1.809, -0.673], [-2.499, 0.984, -0.773], [-1.155, 1.340, -0.877], [-2.707, -0.460, -0.960], [-3.964, -1.011, -1.055], [-4.071, -2.340, -1.462], [-2.915, -3.035, -1.770], [-1.685, -2.418, -1.604], [-1.556, -1.147, -1.185], [-0.471, 4.553, -2.465], [1.016, 1.782, -3.065], [-3.906, 5.009, -0.598], [-5.017, 3.699, -0.289], [-4.837, -0.404, -0.858], [-5.044, -2.804, -1.570], [-2.957, -4.050, -2.144], [-0.779, -2.952, -1.849], [4.351, 2.031, -0.135], [3.003, 1.737, -0.709], [2.230, 0.628, -0.228], [2.936, -0.190, 0.643], [2.454, 2.368, -1.744], [3.126, 3.390, -2.607], [1.084, 1.917, -2.047], [0.415, 4.144, -2.368], [4.402, 1.861, 0.942], [4.582, 3.086, -0.281], [5.141, 1.460, -0.632], [3.883, 0.034, 0.589], [4.100, 3.019, -2.929], [3.281, 4.323, -2.061], [2.539, 3.627, -3.490], [0.920, 2.312, 2.665], [0.140, 0.410, 2.252], [-1.870, 0.426, 2.878], [1.162, -0.964, 3.463], [0.599, 2.584, 3.671], [0.548, 3.046, 1.953], [2.007, 2.265, 2.630], [-1.884, 0.407, 3.968], [-2.396, -0.447, 2.496], [-2.351, 1.338, 2.530], [1.218, -0.517, 4.457], [2.161, -1.126, 3.069], [0.608, -1.897, 3.514], [2.246, -2.346, -1.633], [0.925, -1.987, -0.294], [0.604, -3.179, 0.259], [-0.358, -3.405, 1.255], [-0.529, -4.694, 1.700], [0.206, -5.811, 1.192], [1.116, -5.641, 0.203], [1.324, -4.309, -0.296], [2.152, -4.058, -1.283], [-0.954, -2.597, 1.659], [-1.262, -4.884, 2.476], [0.014, -6.793, 1.604], [1.686, -6.456, -0.224]],
  "forces_ev_per_angstrom": [[-0.402, 0.890, -0.485], [0.158, 0.162, 0.149], [-0.144, 0.015, -0.088], [0.108, -0.142, -0.008], [-0.202, 0.024, 0.004], [0.071, -0.029, -0.003], [0.128, 0.081, -0.029], [0.055, -0.027, 0.029], [-0.261, -0.115, 0.194], [-0.032, 0.072, 0.074], [0.008, -0.078, -0.028], [-0.044, 0.030, 0.008], [0.020, -0.023, -0.013], [-0.056, 0.064, -0.046], [-0.159, -0.217, 0.014], [0.039, 0.040, -0.035], [-0.140, -0.022, -0.006], [-0.018, 0.013, 0.001], [-0.016, 0.014, 0.003], [0.015, 0.022, 0.005], [0.003, -0.004, 0.002], [0.018, 0.001, 0.001], [0.011, -0.001, 0.001], [0.015, 0.069, -0.040], [-0.257, -0.387, -0.044], [0.491, -0.237, 0.215], [-0.015, 0.016, 0.197], [0.130, 0.065, -0.135], [-0.054, -0.065, 0.054], [0.029, 0.073, 0.098], [-0.057, -0.066, 0.003], [-0.016, 0.020, 0.009], [0.021, -0.019, -0.051], [0.007, -0.023, 0.029], [0.002, 0.004, -0.037], [0.021, 0.027, 0.025], [-0.016, 0.020, -0.015], [0.017, -0.021, -0.021], [0.051, 0.122, 0.005], [-0.077, -0.084, -0.232], [-0.112, -0.013, -0.032], [0.072, -0.071, 0.071], [0.023, 0.020, 0.003], [0.011, 0.021, 0.010], [0.005, 0.032, 0.006], [0.013, 0.008, 0.004], [-0.035, 0.010, 0.025], [-0.026, -0.010, 0.007], [0.016, -0.011, 0.005], [0.008, -0.025, 0.022], [0.027, -0.017, 0.015], [0.015, -0.356, 0.295], [0.683, -0.278, -0.187], [-0.185, 0.182, 0.045], [0.074, -0.062, -0.059], [-0.011, -0.085, 0.034], [-0.059, 0.074, 0.045], [-0.006, 0.128, -0.028], [0.031, -0.327, 0.027], [-0.016, 0.480, -0.098], [0.003, 0.011, -0.005], [0.002, 0.000, -0.003], [0.005, -0.003, -0.004], [0.010, 0.007, -0.005]],
  "lowdin_charge": [1.59, -0.10, -0.33, 0.23, -0.34, 0.29, 0.25, -0.27, -0.05, -0.20, 0.06, 0.05, 0.03, -0.09, -0.03, 0.14, 0.18, 0.17, 0.16, 0.14, 0.15, 0.14, 0.11, 0.02, -0.24, -0.28, -0.12, -0.21, 0.01, 0.04, 0.11, 0.10, 0.12, 0.13, 0.11, 0.12, 0.12, 0.09, -0.24, 1.39, -0.25, -0.23, 0.05, 0.02, 0.03, 0.05, 0.01, 0.02, 0.05, 0.02, 0.02, 1.24, -0.43, -0.34, -0.03, 0.04, 0.01, 0.07, -0.32, -0.14, 0.10, 0.14, 0.14, 0.15],
  "e_homo_ev": [-20.129, -20.128],
  "charge": 4,
  "gap_ev": [6.44, 6.44],
  "e_tot_ha": -4212.21034,
  "e_above_lowest_kj_mol": 276.73,
  "e_lumo_ev": [-13.69, -13.69]
}

***

# 2
{
  "formula": "C21H28N2O3",
  "method": "the ωB97M-V functional and the def2-TZVPD basis",
  "symbols": ["O", "C", "N", "H", "C", "C", "C", "C", "C", "C", "H", "H", "H", "H", "H", "H", "H", "H", "H", "H", "H", "C", "H", "H", "C", "C", "C", "H", "H", "C", "H", "H", "C", "N", "C", "O", "C", "C", "C", "C", "C", "C", "C", "O", "H", "H", "H", "H", "H", "H", "H", "H", "H", "H"],
  "coordinates": [[-0.884, -0.646, 0.571], [-1.101, 0.533, 0.768], [-2.324, 1.086, 0.628], [-2.444, 2.073, 0.796], [-3.489, 0.349, 0.186], [-3.982, 0.870, -1.166], [-5.198, 0.073, -1.630], [-6.315, 0.150, -0.594], [-5.824, -0.364, 0.757], [-4.609, 0.432, 1.224], [-4.249, 0.046, 2.179], [-4.891, 1.479, 1.365], [-6.622, -0.288, 1.498], [-5.550, -1.417, 0.666], [-6.644, 1.186, -0.490], [-7.171, -0.440, -0.926], [-5.549, 0.462, -2.588], [-4.909, -0.970, -1.776], [-4.252, 1.925, -1.068], [-3.177, 0.793, -1.900], [-3.157, -0.689, 0.081], [-0.023, 1.523, 1.173], [0.826, 0.954, 1.553], [-0.394, 2.171, 1.969], [0.399, 2.368, -0.034], [1.462, 3.411, 0.321], [2.848, 2.811, 0.561], [3.473, 3.553, 1.061], [2.757, 1.965, 1.243], [3.531, 2.362, -0.738], [2.797, 2.256, -1.538], [4.258, 3.109, -1.060], [4.252, 1.021, -0.587], [3.315, -0.063, -0.392], [3.116, -0.709, 0.820], [3.695, -0.439, 1.845], [2.086, -1.738, 0.558], [1.497, -2.657, 1.399], [0.527, -3.496, 0.860], [0.164, -3.408, -0.473], [0.756, -2.478, -1.321], [1.718, -1.650, -0.788], [2.509, -0.563, -1.407], [2.505, -0.154, -2.543], [0.468, -2.396, -2.358], [-0.600, -4.066, -0.859], [0.041, -4.220, 1.497], [1.776, -2.712, 2.440], [4.831, 0.809, -1.491], [4.916, 1.031, 0.281], [1.142, 3.946, 1.219], [1.530, 4.140, -0.489], [0.768, 1.706, -0.819], [-0.480, 2.883, -0.431]],
  "forces_ev_per_angstrom": [[0.071, -0.306, -0.080], [0.228, 0.393, 0.341], [-0.405, 0.179, -0.025], [0.122, -0.042, 0.026], [-0.116, 0.154, -0.023], [0.081, -0.417, -0.003], [-0.123, 0.338, 0.025], [0.062, -0.331, -0.044], [-0.123, 0.337, 0.029], [0.109, -0.396, -0.091], [0.043, 0.074, 0.031], [0.004, 0.093, 0.047], [0.003, -0.097, 0.023], [-0.020, -0.093, 0.034], [-0.066, 0.060, -0.007], [-0.070, 0.064, -0.007], [0.022, -0.085, -0.051], [0.006, -0.076, -0.070], [0.021, 0.099, -0.001], [0.049, 0.077, 0.016], [-0.076, 0.108, 0.005], [0.050, -0.143, -0.255], [-0.065, -0.020, 0.073], [0.021, 0.018, 0.045], [0.073, 0.219, 0.205], [0.052, -0.143, -0.012], [-0.116, 0.141, -0.166], [0.033, -0.074, 0.079], [0.056, -0.028, 0.112], [0.051, -0.186, 0.206], [0.036, 0.030, -0.074], [-0.016, 0.033, -0.065], [0.122, 0.300, -0.252], [0.213, 0.308, -0.009], [0.181, 0.020, 0.206], [-0.088, -0.067, 0.027], [-0.409, -0.325, -0.463], [0.120, 0.129, -0.043], [0.053, 0.006, 0.106], [0.004, 0.020, -0.122], [0.144, 0.110, -0.008], [-0.139, -0.400, 0.572], [0.048, 0.046, -0.178], [-0.034, -0.028, -0.005], [-0.025, 0.005, -0.104], [-0.058, -0.057, -0.023], [-0.038, -0.062, 0.040], [0.033, -0.010, 0.097], [-0.001, -0.020, 0.136], [-0.033, -0.049, -0.113], [-0.056, 0.094, -0.017], [-0.012, 0.086, 0.021], [-0.032, -0.028, -0.121], [0.013, -0.058, -0.069]],
  "lowdin_charge": [0.07, -0.47, 0.10, 0.15, -0.32, -0.15, -0.20, -0.21, -0.20, -0.15, 0.12, 0.12, 0.11, 0.12, 0.11, 0.11, 0.11, 0.12, 0.12, 0.12, 0.15, -0.10, 0.11, 0.12, -0.19, -0.20, -0.19, 0.11, 0.09, -0.16, 0.10, 0.11, -0.12, 0.04, -0.37, 0.12, -0.09, 0.01, -0.06, -0.07, 0.00, -0.09, -0.36, 0.12, 0.12, 0.11, 0.11, 0.12, 0.13, 0.13, 0.11, 0.11, 0.11, 0.11],
  "e_homo_ev": -9.293,
  "gap_ev": 9.28,
  "e_tot_ha": -1152.33873,
  "smiles": "O=C(CCCCCCN1C(=O)c2ccccc2C1=O)NC1CCCCC1",
  "e_above_lowest_kj_mol": 0.00,
  "e_lumo_ev": -0.02
}

***

# 3
{
  "formula": "C21H28N3O2PdS2Si",
  "method": "the ωB97M-V functional and the def2-TZVPD basis",
  "symbols": ["Pd", "C", "Si", "C", "C", "N", "C", "C", "C", "C", "C", "C", "O", "C", "C", "C", "C", "C", "C", "H", "H", "H", "H", "H", "H", "H", "H", "H", "H", "H", "H", "H", "H", "H", "H", "H", "H", "S", "C", "N", "C", "C", "C", "N", "H", "H", "H", "H", "C", "S", "C", "O", "H", "H", "H", "H", "H", "H"],
  "coordinates": [[-0.061, 1.158, 0.209], [-4.274, 1.882, 0.259], [-3.243, 0.609, 1.105], [-4.082, -0.997, 1.456], [-2.422, 1.213, 2.641], [-1.818, 0.216, -0.155], [-1.957, -0.518, -1.196], [-3.277, -0.936, -1.740], [-3.366, -1.635, -2.877], [-2.162, -2.012, -3.587], [-0.895, -1.734, -3.166], [-0.740, -1.012, -1.978], [0.387, -0.696, -1.424], [1.669, -1.203, -1.883], [1.871, -2.566, -1.923], [3.136, -3.002, -2.299], [4.131, -2.083, -2.613], [3.881, -0.719, -2.544], [2.625, -0.257, -2.163], [-4.933, 2.313, 1.019], [-4.910, 1.490, -0.534], [-3.682, 2.697, -0.161], [-4.937, -0.763, 2.098], [-3.426, -1.657, 2.029], [-4.475, -1.565, 0.618], [-3.008, 0.828, 3.481], [-2.418, 2.298, 2.736], [-1.400, 0.852, 2.779], [-4.161, -0.590, -1.230], [-4.323, -1.901, -3.304], [-2.279, -2.548, -4.523], [-0.036, -2.043, -3.744], [1.102, -3.274, -1.646], [3.340, -4.063, -2.340], [5.108, -2.433, -2.917], [4.657, -0.011, -2.800], [2.390, 0.804, -2.129], [-0.864, 3.291, 0.547], [0.797, 3.631, 0.549], [1.407, 4.820, 0.736], [2.756, 4.915, 0.777], [3.517, 3.779, 0.633], [2.847, 2.572, 0.442], [1.523, 2.521, 0.395], [0.837, 5.653, 0.864], [3.161, 5.907, 0.933], [4.594, 3.825, 0.668], [3.383, 1.636, 0.332], [0.508, -2.761, 2.234], [1.681, -1.472, 1.876], [2.425, -1.326, 3.483], [0.845, -0.190, 1.732], [-0.072, -2.489, 3.114], [1.053, -3.690, 2.399], [-0.136, -2.870, 1.363], [2.892, -2.278, 3.733], [1.650, -1.065, 4.202], [3.186, -0.551, 3.430]],
  "forces_ev_per_angstrom": [[0.455, 0.077, 0.466], [0.015, 0.075, -0.105], [0.029, -0.135, -0.200], [0.033, -0.178, 0.043], [0.194, 0.016, 0.212], [-0.058, 0.125, 0.117], [-0.136, -0.391, -0.485], [0.438, 0.203, 0.300], [0.331, -0.035, -0.102], [-0.406, -0.116, -0.141], [0.202, 0.201, 0.377], [-0.418, 0.305, 0.072], [0.249, -0.120, -0.078], [-0.516, 0.048, 0.116], [0.224, -0.029, 0.058], [0.021, 0.058, -0.008], [-0.050, -0.036, 0.003], [-0.067, 0.018, 0.020], [0.110, 0.101, -0.109], [-0.017, 0.031, -0.022], [-0.017, -0.014, -0.008], [-0.032, 0.032, 0.018], [0.026, 0.000, 0.053], [-0.020, 0.007, 0.033], [-0.021, 0.011, -0.061], [-0.021, -0.010, -0.007], [-0.001, 0.026, -0.046], [-0.034, -0.045, -0.032], [-0.037, 0.022, 0.020], [-0.017, 0.010, 0.017], [-0.024, 0.007, -0.005], [0.041, 0.003, 0.047], [-0.068, 0.027, -0.028], [0.016, -0.013, -0.018], [0.017, -0.011, 0.009], [0.019, 0.007, -0.016], [-0.001, -0.145, -0.029], [-0.221, 0.472, -0.542], [-0.404, 0.198, 0.235], [0.101, -0.040, -0.004], [-0.004, -0.197, 0.007], [-0.063, 0.243, -0.003], [0.042, -0.118, 0.017], [0.006, -0.408, 0.003], [-0.008, -0.032, -0.033], [0.051, -0.018, -0.011], [0.008, 0.014, 0.007], [-0.036, 0.017, -0.012], [-0.068, -0.018, 0.068], [0.019, 0.153, -0.264], [-0.020, 0.037, 0.050], [0.131, -0.359, -0.087], [-0.032, -0.025, -0.004], [0.004, -0.019, 0.021], [-0.009, -0.014, -0.001], [0.013, -0.017, 0.014], [0.033, -0.004, 0.035], [-0.001, 0.003, 0.020]],
  "lowdin_charge": [0.79, -0.15, 0.50, -0.14, -0.19, -0.02, -0.19, 0.03, 0.01, 0.08, 0.04, -0.12, 0.01, -0.23, -0.02, -0.02, -0.03, -0.03, -0.01, 0.07, 0.05, 0.02, 0.07, 0.05, 0.03, 0.06, 0.02, 0.02, 0.10, 0.14, 0.15, 0.14, 0.14, 0.13, 0.13, 0.12, 0.12, 0.84, -0.72, 0.15, 0.05, 0.03, -0.02, -0.06, 0.19, 0.17, 0.14, 0.14, -0.23, 0.88, -0.22, -0.65, 0.07, 0.08, 0.05, 0.08, 0.08, 0.06],
  "e_homo_ev": -17.498,
  "charge": 3,
  "gap_ev": 6.09,
  "e_tot_ha": -2344.54386,
  "e_above_lowest_kj_mol": 84.01,
  "e_lumo_ev": -11.41
}

***

# 4
{
  "formula": "C21H28N4O2",
  "method": "the ωB97M-V functional and the def2-TZVPD basis",
  "symbols": ["C", "H", "H", "H", "C", "N", "C", "C", "C", "C", "H", "H", "H", "H", "H", "H", "H", "H", "C", "C", "N", "C", "O", "C", "H", "H", "C", "N", "N", "C", "C", "C", "C", "O", "H", "H", "C", "C", "C", "C", "C", "C", "H", "H", "H", "H", "H", "H", "H", "H", "H", "H", "H", "H", "H"],
  "coordinates": [[-6.197, -1.704, -1.218], [-6.550, -2.719, -1.056], [-5.772, -1.634, -2.216], [-7.047, -1.032, -1.159], [-5.122, -1.360, -0.184], [-4.456, -0.116, -0.545], [-5.286, 1.052, -0.305], [-5.815, 1.148, 1.131], [-6.577, -0.125, 1.487], [-5.685, -1.340, 1.249], [-6.240, -2.261, 1.434], [-4.847, -1.306, 1.951], [-7.477, -0.196, 0.872], [-6.894, -0.097, 2.533], [-6.463, 2.022, 1.222], [-4.980, 1.278, 1.824], [-4.702, 1.942, -0.546], [-6.130, 1.011, -0.998], [-3.100, 0.028, -0.056], [-2.241, 0.781, -1.084], [-0.858, 0.823, -0.681], [-0.261, 1.942, -0.242], [-0.792, 3.032, -0.187], [1.193, 1.714, 0.182], [1.591, 2.654, 0.562], [1.187, 0.989, 0.999], [2.056, 1.183, -0.974], [2.885, 0.067, -0.557], [4.164, 0.332, -0.406], [4.997, -0.599, -0.030], [4.527, -1.920, 0.238], [3.211, -2.191, 0.083], [2.289, -1.167, -0.345], [1.085, -1.317, -0.515], [2.794, -3.168, 0.275], [5.213, -2.679, 0.580], [6.404, -0.213, 0.112], [6.728, 1.120, 0.363], [8.047, 1.506, 0.502], [9.062, 0.570, 0.390], [8.750, -0.754, 0.130], [7.431, -1.147, -0.009], [7.208, -2.178, -0.235], [9.539, -1.486, 0.031], [10.093, 0.871, 0.500], [8.286, 2.540, 0.700], [5.929, 1.840, 0.451], [1.418, 0.835, -1.791], [2.732, 1.953, -1.345], [-0.352, -0.058, -0.631], [-2.577, 1.815, -1.183], [-2.330, 0.281, -2.053], [-2.663, -0.965, 0.081], [-3.038, 0.556, 0.907], [-4.365, -2.151, -0.242]],
  "forces_ev_per_angstrom": [[0.241, -0.003, 0.199], [-0.115, -0.097, 0.009], [0.015, -0.003, -0.106], [-0.162, 0.060, -0.036], [-0.133, -0.325, -0.008], [0.169, -0.108, -0.080], [-0.053, 0.190, 0.157], [-0.085, -0.101, -0.222], [0.197, 0.022, 0.132], [-0.021, 0.014, -0.183], [0.045, -0.072, 0.057], [0.022, -0.045, 0.063], [-0.094, 0.012, 0.015], [-0.080, -0.016, -0.053], [0.038, 0.069, 0.035], [0.020, 0.058, 0.055], [-0.066, 0.023, -0.079], [-0.026, 0.133, -0.005], [0.145, 0.210, -0.245], [-0.220, 0.019, 0.114], [-0.274, -0.443, -0.071], [0.585, -0.138, 0.208], [-0.182, 0.417, 0.043], [-0.186, 0.162, -0.068], [-0.079, -0.051, -0.007], [0.035, 0.002, -0.014], [-0.338, 0.177, -0.104], [-0.207, -0.483, -0.018], [0.976, 0.146, 0.083], [-0.654, 0.018, -0.131], [-0.447, 0.032, -0.077], [0.265, -0.004, 0.026], [0.354, 0.092, 0.011], [-0.291, -0.117, -0.008], [-0.036, -0.048, 0.015], [0.045, -0.071, 0.023], [0.461, 0.210, 0.052], [-0.040, -0.126, 0.014], [0.034, 0.038, -0.011], [0.056, -0.026, -0.014], [0.133, -0.008, 0.022], [-0.202, 0.086, 0.008], [-0.025, -0.102, -0.011], [0.057, -0.052, -0.014], [0.081, 0.023, 0.009], [0.009, 0.082, 0.024], [-0.043, 0.081, 0.022], [0.129, 0.049, 0.082], [-0.057, -0.172, 0.020], [0.108, 0.204, 0.002], [-0.008, -0.122, -0.074], [-0.062, 0.050, 0.063], [-0.045, 0.014, 0.061], [0.070, -0.066, 0.013], [-0.058, 0.110, 0.003]],
  "lowdin_charge": [-0.05, 0.08, 0.08, 0.06, -0.37, -0.15, -0.18, -0.18, -0.20, -0.15, 0.11, 0.11, 0.10, 0.11, 0.11, 0.10, 0.12, 0.12, -0.18, -0.15, 0.06, -0.51, 0.05, -0.06, 0.12, 0.12, -0.10, -0.05, 0.16, -0.22, 0.02, 0.05, -0.42, 0.03, 0.12, 0.11, -0.17, -0.03, -0.08, -0.09, -0.08, -0.04, 0.10, 0.10, 0.10, 0.10, 0.11, 0.13, 0.13, 0.10, 0.11, 0.13, 0.12, 0.12, 0.13],
  "e_homo_ev": -7.971,
  "gap_ev": 7.80,
  "e_tot_ha": -1186.53858,
  "smiles": "C[C@@H]1CCCCN1CCNC(=O)CCn1nc(-c2ccccc2)ccc1=O",
  "e_above_lowest_kj_mol": 107.40,
  "e_lumo_ev": -0.17
}